one | Density functional theory data (ωB97M-V/def2-TZVPD) for the molecule C18H20N2O3.

Summary:
Orbital gap (Ha): 0.286
Highest occupied orbital energy (eV): -7.85
Structure (SMILES): CCOC(=O)/C(C#N)=C\c1c(OCC)n(CC)c2ccccc12
LUMO (eV): -0.0729

```
! RIJCOSX wB97M-V def2-TZVPD def2/J DEFGRID3
* xyz 0 1
C -5.346 -1.448 -0.912
C -3.898 -1.060 -1.144
O -3.485 -0.213 -0.072
C -2.266 0.317 -0.167
O -1.513 0.129 -1.092
C -1.977 1.227 0.972
C -3.069 1.954 1.481
N -3.954 2.558 1.894
C -0.717 1.444 1.426
C 0.409 0.633 1.075
C 1.702 1.046 0.791
O 2.243 2.275 0.652
C 1.455 3.270 0.000
C 1.060 2.869 -1.415
N 2.509 -0.028 0.562
C 3.890 0.040 0.158
C 4.043 -0.180 -1.345
C 1.763 -1.176 0.704
C 2.145 -2.506 0.613
C 1.177 -3.467 0.827
C -0.133 -3.113 1.148
C -0.514 -1.791 1.251
C 0.435 -0.804 1.006
H -5.689 -2.085 -1.722
H -5.444 -1.982 0.029
H -5.967 -0.557 -0.869
H -3.244 -1.940 -1.168
H -3.774 -0.519 -2.089
H -0.559 2.246 2.139
H 2.104 4.149 -0.011
H 0.561 3.499 0.589
H 0.431 1.980 -1.403
H 0.506 3.681 -1.877
H 1.946 2.666 -2.013
H 4.451 -0.720 0.710
H 4.266 1.027 0.436
H 3.642 -1.149 -1.631
H 3.505 0.589 -1.894
H 5.093 -0.137 -1.622
H 3.162 -2.787 0.387
H 1.439 -4.512 0.754
H -0.860 -3.892 1.323
H -1.527 -1.531 1.521
*
```

***

two | Density functional theory data (ωB97M-V/def2-TZVPD) for C18H20N2O3 as an isolated structure.

Summary:
Orbital gap (Ha): 0.299
Highest occupied orbital energy (eV): -8.03
LUMO (eV): 0.1010

```
! RIJCOSX wB97M-V def2-TZVPD def2/J DEFGRID3
* xyz 0 1
C 1.596 0.493 -0.136
C 0.163 0.094 -0.261
C 2.573 -0.882 0.178
C 4.019 -0.750 0.217
C 4.785 -0.423 1.347
C 4.689 -0.847 -1.125
C 6.187 -0.076 1.147
C 6.035 -0.656 -1.192
C 6.825 -0.081 -0.127
C -1.945 1.054 -0.324
C -2.839 2.278 -0.334
C -2.507 0.198 0.705
C -3.870 -0.382 0.263
C -3.748 -1.714 -0.229
C -5.077 0.151 0.540
C -4.841 -2.704 -0.246
C -6.222 -0.756 0.343
C -6.186 -2.221 -0.083
H 2.945 2.066 -0.087
H 2.385 1.808 1.388
H 1.664 0.864 -1.285
H 2.232 -1.533 -0.766
H 2.312 -1.421 1.262
H 4.200 -0.432 2.342
H 4.111 -1.102 -1.921
H 6.882 0.082 2.026
H 6.383 -0.642 -2.199
H 7.931 0.245 -0.330
H -0.140 2.251 -0.634
H -1.912 0.505 -1.279
H -1.695 -0.583 0.722
H -2.602 0.742 1.594
H -2.800 -1.943 -0.717
H -4.780 1.236 0.888
H -4.629 -3.849 -0.523
H -7.287 -0.445 -0.085
H -7.194 -2.819 0.012
H -2.648 4.366 -0.439
N 2.092 1.880 0.368
N -0.613 1.201 -0.038
O -0.256 -1.086 -0.438
O -3.937 2.364 0.220
O -2.278 3.467 -0.763
*
```

***

Verdict on stability: two comes out at the bottom.

***

one | Density functional theory data (ωB97M-V/def2-TZVPD) for a 2-piece molecular cluster, CH3NO4 overall.

Summary:
Orbital gap (Ha): 0.412
Highest occupied orbital energy (eV): -11.20
Structure (SMILES): O=[N+]([O-])O.C=O
LUMO (eV): 0.0156

```
! RIJCOSX wB97M-V def2-TZVPD def2/J DEFGRID3
* xyz 0 1
O -2.943 -0.314 0.132
N -1.787 -0.115 0.017
O -0.880 -0.904 -0.008
O -1.436 1.199 -0.066
H -0.363 1.089 0.032
C 1.824 -0.239 -0.027
O 1.216 0.679 -0.508
H 2.424 -0.903 -0.687
H 1.944 -0.492 1.116
*
```

***

two | Density functional theory data (ωB97M-V/def2-TZVPD) for a 2-piece molecular cluster, CH3NO4 overall.

Summary:
Orbital gap (Ha): 0.372
Highest occupied orbital energy (eV): -10.22
LUMO (eV): -0.1078

```
! RIJCOSX wB97M-V def2-TZVPD def2/J DEFGRID3
* xyz 0 1
C -0.528 -1.101 0.104
N 0.185 1.674 -0.066
O 0.169 1.392 -1.265
O 0.562 2.699 0.398
O 0.563 -1.780 0.309
O -0.070 0.704 0.776
H -0.932 -0.605 -0.825
H -1.259 -1.501 0.846
H 1.309 -1.484 -0.277
*
```

***

Verdict on stability: two comes out at the bottom.